Record 1
The following is a quantum chemistry calculation of C24H53FN2NbO2S as an isolated structure in a non-equilibrium geometry, from the Open Molecules 2025 dataset.

2S+1: 3
Energy above the lowest of the compared OMol25 structures with the same formula, charge and spin, kcal/mol: 13.37
Orbital gap (alpha / beta), eV: 5.8 / 5.7
Total charge: -1

```
84
Properties=species:S:1:pos:R:3:forces:R:3
C 2.85988 6.35781 -3.36391 -0.250 -0.110 0.009
C 2.69329 5.20991 -4.36116 0.196 0.225 -0.063
S 2.24949 3.63139 -3.62398 -0.137 -0.401 0.272
C 0.71379 3.30699 -4.54108 0.127 1.187 -0.551
Nb -1.05833 4.65060 -4.04801 0.190 -0.070 -0.129
C -2.42351 6.47226 -3.98070 1.107 0.054 -0.627
C -1.82359 7.87024 -3.86721 -0.214 -0.073 0.157
C -1.28963 8.43349 -5.14896 0.168 -0.075 -0.061
F -2.32637 9.02370 -5.88723 -0.251 0.126 -0.222
H 2.59683 6.02736 -2.36588 0.068 -0.046 0.221
H 3.87275 6.74281 -3.36553 0.232 0.118 0.069
H 2.17412 7.16507 -3.59669 -0.054 0.223 -0.086
H 1.91459 5.44264 -5.07697 -0.192 0.022 -0.130
H 3.60985 5.06634 -4.92402 0.176 -0.018 -0.134
H 0.98391 3.39011 -5.58894 -0.005 -0.291 -0.249
H 0.43528 2.27547 -4.34252 -0.258 -0.184 0.235
H -0.42761 5.55591 -5.55433 0.116 0.034 -0.130
H -2.33566 3.66824 -4.95671 -0.480 -0.162 0.516
H -1.69172 3.78720 -2.55009 -0.142 -0.136 0.187
H -0.08952 5.62813 -2.81894 -0.570 -0.145 0.489
H -2.98973 6.26755 -3.07021 -0.023 -0.363 0.215
H -3.12161 6.44648 -4.81505 -0.180 -0.090 -0.177
H -2.56537 8.59018 -3.51198 -0.097 0.171 0.131
H -1.02402 7.85736 -3.13213 0.194 0.009 0.131
H -0.85326 7.66019 -5.76919 0.087 -0.190 -0.120
H -0.55241 9.21164 -4.97471 0.106 0.246 0.056
C -0.24216 -1.12507 1.37939 -0.059 0.001 -0.105
C -0.44721 0.33666 0.95655 0.235 -0.450 0.110
C -1.42500 1.04089 1.89634 -0.226 0.142 0.074
C -2.87545 0.59757 1.70500 0.048 -0.031 -0.068
C -3.30164 0.74155 0.24334 -0.052 0.163 0.223
C -2.36676 0.03073 -0.73427 -0.038 -0.530 -0.179
N -0.95900 0.45280 -0.44498 -0.561 0.258 0.466
O -0.68813 1.57982 -0.97342 0.460 0.168 -0.330
C -2.54066 -1.49242 -0.64972 0.090 0.020 0.055
C -2.68408 0.45678 -2.15903 -0.118 0.074 -0.115
C 0.90563 1.02717 1.00270 0.156 0.113 0.075
H 0.18396 -1.70734 0.56159 0.007 -0.007 -0.017
H 0.45231 -1.17560 2.21540 0.047 0.065 0.024
H -1.15193 -1.61875 1.71188 -0.002 0.010 -0.021
H -1.36047 2.11840 1.71942 0.027 0.000 -0.069
H -1.09937 0.86429 2.92488 -0.007 -0.001 0.036
H -3.01110 -0.43304 2.04589 0.027 -0.023 -0.019
H -3.52502 1.21193 2.33208 -0.015 -0.009 0.019
H -4.31172 0.35089 0.09673 -0.040 0.003 0.008
H -3.32817 1.80325 -0.01760 0.067 0.000 -0.039
H -1.75433 -1.99628 -1.21278 0.012 -0.011 -0.015
H -3.49952 -1.75946 -1.09432 -0.024 0.033 -0.048
H -2.53984 -1.88381 0.36433 0.008 0.028 -0.010
H -2.64412 1.53613 -2.28130 0.046 0.011 -0.017
H -3.68781 0.10845 -2.40892 -0.028 -0.026 -0.022
H -1.97678 0.01271 -2.86076 0.008 -0.013 -0.010
H 1.59547 0.57459 0.28947 0.008 -0.015 -0.011
H 1.31661 0.91345 2.00691 0.028 -0.019 0.031
H 0.82864 2.08520 0.77047 -0.014 -0.002 -0.051
C 1.76577 -6.08810 5.50333 0.050 0.052 -0.060
C 0.79845 -5.46254 4.48598 0.280 -0.068 0.429
C 0.11891 -6.54290 3.64562 -0.068 -0.128 -0.219
C 1.05160 -7.19594 2.62627 0.040 0.070 0.041
C 1.72108 -6.14316 1.74337 -0.214 -0.158 -0.046
C 2.43969 -5.05301 2.53734 0.497 0.002 0.184
N 1.49352 -4.50656 3.56440 -0.224 -0.661 -0.380
O 0.70932 -3.62806 3.08356 -0.180 0.552 0.045
C 3.72706 -5.59540 3.17212 -0.070 0.014 0.089
C 2.83165 -3.90740 1.61915 0.033 0.085 -0.161
C -0.24022 -4.67329 5.26473 -0.177 0.045 0.078
H 2.47168 -5.34498 5.87364 0.008 0.016 0.013
H 1.19362 -6.45985 6.35258 -0.055 0.014 0.012
H 2.32712 -6.93155 5.11091 0.002 0.013 -0.025
H -0.72380 -6.09087 3.11462 0.017 0.067 0.001
H -0.29685 -7.29213 4.32343 -0.020 -0.034 0.007
H 1.80402 -7.80870 3.12974 0.020 0.017 0.024
H 0.47667 -7.87934 1.99925 0.003 -0.028 -0.004
H 2.44487 -6.60900 1.07144 0.009 -0.026 -0.037
H 0.96065 -5.67110 1.11449 -0.006 0.057 0.037
H 4.13892 -4.87420 3.87814 0.013 0.016 0.011
H 4.46348 -5.75535 2.38554 0.006 0.034 -0.052
H 3.60168 -6.54458 3.68442 -0.023 0.004 -0.007
H 1.97996 -3.51419 1.07259 -0.024 0.014 0.023
H 3.56553 -4.27452 0.90185 0.045 -0.003 -0.023
H 3.27841 -3.08999 2.18552 0.009 0.008 0.011
H 0.22653 -3.85859 5.81889 0.015 0.008 0.011
H -0.72384 -5.34486 5.97420 -0.011 -0.019 0.043
H -0.99929 -4.25041 4.61374 0.021 0.028 -0.026
```
Positions in Å, forces in eV/Å.

Record 2
The following is a quantum chemistry calculation of a 3-piece molecular cluster, C24H54BIN3O3 overall in a non-equilibrium geometry, from the Open Molecules 2025 dataset.

Energy above the lowest of the compared OMol25 structures with the same formula, charge and spin, kcal/mol: 0.00
Orbital gap, eV: 6.6
Total charge: -1

```
86
Properties=species:S:1:pos:R:3:forces:R:3
C 5.58806 3.19760 3.41419 0.142 -0.055 -0.086
C 5.43803 3.61648 1.92970 0.447 -0.333 0.837
C 4.44930 2.72708 1.19487 -0.010 0.127 -0.276
I 5.49395 0.83678 0.80443 0.039 -0.081 0.050
C 3.76458 3.37207 -0.01826 -2.002 1.573 -0.286
N 4.69957 3.85834 -0.99981 1.975 -0.899 1.594
C 5.52540 3.23758 -1.72726 -0.578 -0.022 -0.583
C 5.16765 2.14531 -2.72566 0.216 -0.366 0.066
C 6.97897 3.68308 -1.74721 -0.475 0.340 -0.554
O 3.24927 4.53075 0.61919 0.019 0.207 -0.366
B 1.80151 4.39447 0.98859 0.208 -0.520 1.016
O 1.48167 3.01237 0.50556 0.226 -0.141 0.149
C 2.40436 2.75519 -0.50037 -0.184 -0.120 -0.661
C 2.26837 1.31054 -1.03901 -0.318 0.004 -0.016
C 0.94617 0.63943 -0.61978 0.221 -0.356 -0.572
C 1.09573 -0.41172 0.46854 -0.420 0.196 -0.090
O 1.43940 -1.67504 -0.11194 0.176 -0.005 0.012
C 2.60156 -2.25648 0.43241 0.044 0.235 -0.092
H 6.60747 2.87343 3.63048 -0.002 -0.020 0.036
H 5.36035 4.02469 4.08621 -0.077 -0.005 0.002
H 4.93600 2.36131 3.67066 -0.067 0.044 0.020
H 6.43482 3.54374 1.49645 -0.123 0.213 -0.377
H 5.09462 4.64498 1.89953 -0.124 -0.040 -0.349
H 3.62988 2.47042 1.86449 -0.030 -0.228 -0.090
H 6.04488 1.80884 -3.28031 0.029 -0.023 0.037
H 4.71762 1.27210 -2.25747 -0.090 0.053 0.058
H 4.46230 2.54849 -3.45326 -0.101 0.040 0.089
H 7.24214 4.04105 -0.75694 0.094 0.056 -0.024
H 7.61261 2.85352 -2.05766 0.098 0.011 0.097
H 7.10201 4.49297 -2.47344 0.146 0.029 0.039
H 1.08447 5.28337 0.52698 0.127 -0.049 -0.297
H 1.70472 4.37523 2.23524 -0.138 0.153 -0.126
H 2.15338 3.41355 -1.35531 0.212 0.037 -0.050
H 3.09410 0.64604 -0.78790 0.094 0.075 0.187
H 2.26341 1.36898 -2.12921 0.160 0.040 -0.021
H 0.20502 1.39083 -0.35957 0.076 0.016 0.182
H 0.57027 0.09341 -1.49257 -0.168 -0.013 0.061
H 1.84389 -0.09882 1.20203 -0.013 -0.053 0.052
H 0.13074 -0.54834 0.97040 0.085 0.021 0.169
H 3.47641 -1.62664 0.24843 0.069 0.037 0.056
H 2.51297 -2.40122 1.51554 -0.009 -0.132 -0.005
H 2.76342 -3.21059 -0.06835 -0.101 -0.073 0.086
C -4.53759 -1.62277 -2.76743 -0.005 -0.014 -0.046
C -3.92923 -0.24784 -2.99750 0.081 -0.072 0.049
N -4.45687 0.76791 -2.10472 -0.119 0.078 -0.023
C -4.08579 2.12018 -2.49208 0.007 0.132 -0.099
C -2.60203 2.50665 -2.45457 -0.037 0.068 0.026
C -4.36001 0.46911 -0.68479 -0.013 -0.198 0.129
C -2.96453 0.19967 -0.11358 0.008 0.096 0.170
H -5.62643 -1.58081 -2.82960 -0.003 0.015 0.043
H -4.17737 -2.31589 -3.52953 0.003 0.000 0.000
H -4.26224 -2.03641 -1.79708 0.000 0.001 0.004
H -4.15982 0.06675 -4.01949 0.021 0.067 0.013
H -2.83251 -0.33613 -2.94176 -0.004 -0.008 -0.015
H -4.65267 2.81796 -1.86915 0.005 -0.048 0.061
H -4.45567 2.27293 -3.51185 0.010 -0.073 -0.014
H -2.23635 2.65740 -1.44042 0.031 -0.054 -0.003
H -2.45774 3.44990 -2.98499 -0.007 -0.001 -0.007
H -1.97102 1.76054 -2.93893 -0.003 -0.013 0.010
H -4.99187 -0.39968 -0.47585 0.010 -0.028 -0.091
H -4.82798 1.28885 -0.13375 0.047 0.083 -0.082
H -2.37391 -0.46038 -0.75032 -0.010 0.017 -0.032
H -3.04894 -0.28321 0.86315 -0.013 -0.009 -0.004
H -2.40141 1.11894 0.03715 0.080 -0.037 -0.061
C -4.71833 -2.63200 2.83555 -0.020 -0.002 0.043
C -4.06815 -4.00713 2.85179 0.048 0.086 0.011
N -4.10426 -4.66932 1.55980 -0.040 -0.046 -0.028
C -3.74014 -6.07206 1.61977 -0.055 -0.146 0.045
C -2.30868 -6.43461 2.03603 0.003 -0.088 -0.058
C -3.53854 -3.91228 0.45281 0.012 0.180 -0.094
C -2.07688 -3.46160 0.55555 -0.028 -0.046 -0.135
H -5.74049 -2.69186 2.45838 0.014 -0.002 -0.041
H -4.75013 -2.22834 3.84850 0.002 0.000 0.001
H -4.16391 -1.92211 2.22147 0.001 0.000 -0.004
H -4.61352 -4.64044 3.55792 0.030 -0.059 -0.026
H -3.04622 -3.90745 3.25120 -0.008 0.005 0.009
H -3.95178 -6.51949 0.64422 0.025 0.059 -0.033
H -4.43168 -6.55507 2.31860 0.001 0.059 0.041
H -1.58898 -6.23660 1.24317 0.011 0.071 0.029
H -2.25391 -7.50236 2.26043 -0.012 0.000 0.007
H -1.99401 -5.89586 2.93022 -0.006 0.019 -0.006
H -4.15856 -3.02367 0.30635 -0.018 0.002 0.078
H -3.67542 -4.49940 -0.45955 0.009 -0.085 0.051
H -1.84100 -3.04759 1.53693 -0.005 0.015 -0.003
H -1.88615 -2.67955 -0.18049 0.047 0.005 0.015
H -1.37833 -4.27010 0.34582 0.024 -0.003 0.093
```
Positions in Å, forces in eV/Å.